Computed, not measured: an isolated molecule of C4H5NO2 at a distorted geometry, with ωB97M-V/def2-TZVPD.

```
12
Properties=species:S:1:pos:R:3:forces:R:3:lowdin_charge:R:1
C 1.246835 0.153824 -0.079454 4.0 0.6 -0.2 -0.148
C 0.097284 0.027229 -0.195734 -9.9 -0.6 0.6 0.097
C -2.356801 -0.849263 -0.540473 -2.3 -1.6 -1.6 -0.353
C 2.691808 0.137221 0.063591 0.6 -1.6 0.5 -0.106
N -1.548597 0.004487 0.073388 7.3 2.2 0.2 -0.089
O -3.566047 -0.940614 -0.287701 2.6 -0.1 -0.8 0.006
O -1.835119 0.868484 1.136393 0.4 -2.8 0.2 0.048
H -1.744997 -1.423506 -1.426507 -1.4 1.1 2.1 0.179
H 3.266655 0.987584 -0.269095 -0.3 0.2 -1.0 0.063
H 2.862833 0.258493 1.149756 0.2 -0.9 -0.3 0.085
H 3.076208 -0.875066 -0.396976 -0.4 2.1 1.2 0.127
H -2.190060 1.651127 0.772816 -0.8 1.5 -1.1 0.091
```
Positions in Å, forces in eV/Å.

Values from the calculation:
Net charge ... 0
Structure (SMILES) ... CC#CN(O)C=O
Orbital gap ... 10.42 eV
LUMO ... 0.602 eV



Computed, not measured: a structure of composition C3H8N2S2 at a distorted geometry, with ωB97M-V/def2-TZVPD.

```
15
Properties=species:S:1:pos:R:3:forces:R:3:lowdin_charge:R:1
C -1.972419 -1.135043 0.756203 -2.4 0.1 -1.4 -0.483
C 0.392966 -0.425858 -0.747754 -0.5 1.3 -2.2 -0.852
C 2.230821 -0.168646 0.805231 0.3 0.2 0.0 -0.147
H -1.010158 -1.259705 1.435712 -2.6 0.3 -0.9 0.052
H -2.611828 -2.210799 0.353928 1.8 3.3 2.3 0.094
H -2.823289 -0.065624 0.850889 2.7 -3.8 0.8 0.119
H 0.782763 -1.138382 -2.621088 0.6 2.5 2.5 0.100
H 2.820013 0.591895 0.147006 -0.5 -0.8 2.2 0.093
H 2.502536 -0.430876 1.984080 -0.8 1.5 -3.2 0.132
H 2.495861 -1.081107 0.244052 -0.5 0.1 0.5 0.050
H 0.490949 2.254312 -0.171454 -0.1 0.3 0.4 -0.116
N 1.151686 -0.417476 -1.832551 -1.6 -2.6 1.0 0.041
N 0.741928 0.102492 0.519921 2.3 -0.5 0.6 -0.589
S -1.357718 -0.698859 -0.876266 0.8 -0.3 -1.1 0.758
S 0.119572 1.694013 1.006465 0.7 -1.5 -1.2 0.747
```
Positions in Å, forces in eV/Å.

Values from the calculation:
Net charge ... 0
Orbital gap ... 9.12 eV
LUMO ... 0.481 eV



Computed, not measured: a cluster of 2 separate species, C8H14O in total, with ωB97M-V/def2-TZVPD.

```
23
Properties=species:S:1:pos:R:3:forces:R:3:lowdin_charge:R:1
C -0.477460 1.757066 0.029348 0.0 0.1 0.1 -0.005
C 1.428115 0.234075 -2.255079 0.1 -0.1 0.2 -0.058
C 0.675526 0.790506 0.004662 -0.1 -0.2 -0.2 -0.456
C 0.672957 -0.318141 -1.039260 0.2 -0.1 -0.1 -0.356
C -0.690953 -0.851230 -1.458198 0.2 0.0 0.1 -0.073
O 1.634381 0.933980 0.725443 0.1 0.1 0.0 0.058
H -1.428443 1.266469 -0.163933 0.0 0.0 0.0 0.062
H -0.309768 2.507449 -0.748971 -0.1 0.0 0.0 0.095
H -0.504706 2.260807 0.991714 0.0 0.0 0.0 0.091
H 1.560268 -0.545720 -2.999249 0.0 -0.1 -0.1 0.079
H 0.872448 1.052106 -2.709268 -0.1 0.1 -0.1 0.082
H 2.407413 0.600666 -1.959921 0.1 0.0 0.0 0.083
H -1.256832 -0.102497 -2.006622 -0.1 0.1 -0.1 0.080
H -0.554255 -1.710333 -2.113331 0.0 0.0 -0.1 0.083
C -1.698996 -0.979889 1.800874 -0.4 -0.1 0.0 -0.028
C -0.563652 -0.779931 2.393856 -0.1 -0.1 0.1 -0.182
C 0.558065 -0.612560 3.012827 0.4 0.0 0.3 0.019
H 1.263227 -1.138233 -0.616167 0.0 0.1 0.0 0.144
H -2.026981 -1.973663 1.531529 0.1 -0.1 0.0 0.066
H -2.384466 -0.173884 1.591025 0.0 0.2 0.0 0.062
H -1.263078 -1.168344 -0.591759 -0.1 0.0 0.0 0.043
H 0.610633 -0.645230 4.089165 -0.1 -0.1 0.2 0.064
H 1.476558 -0.403471 2.491313 0.1 0.0 -0.2 0.048
```
Positions in Å, forces in eV/Å.

Values from the calculation:
Net charge ... 0
Structure (SMILES) ... CC(=O)C(C)C.C=C=C
Orbital gap ... 10.40 eV
LUMO ... 0.955 eV



Computed, not measured: an isolated molecule of C16H24N2O2, with ωB97M-V/def2-TZVPD.

```
44
Properties=species:S:1:pos:R:3:forces:R:3:lowdin_charge:R:1
C -7.126041 -1.974625 -0.054993 0.0 0.2 0.1 -0.115
C -6.742632 -0.700719 0.689372 0.2 -0.2 0.1 -0.268
C -5.231909 -0.512635 0.823831 -0.2 0.2 -0.2 -0.202
H -4.795072 -1.397426 1.294723 0.0 0.0 0.1 0.111
H -5.037202 0.344040 1.473202 0.1 0.0 0.0 0.115
C -4.544374 -0.259609 -0.519129 -0.2 0.0 0.1 -0.185
N -3.144205 0.052683 -0.349125 0.1 -0.3 0.1 0.064
C -2.639077 1.285939 -0.576258 0.1 -0.2 0.0 -0.454
O -3.306982 2.212990 -0.993265 -0.1 0.3 0.0 0.067
C -1.179962 1.429900 -0.277134 0.3 0.2 0.0 -0.117
C -0.277539 0.384021 -0.412848 0.0 0.1 0.0 0.036
C 1.072665 0.575403 -0.143400 -0.2 0.1 0.2 -0.126
C 1.516446 1.819704 0.293009 0.0 -0.2 -0.1 -0.030
C 0.620261 2.867018 0.422955 -0.1 0.1 0.0 -0.059
C -0.716975 2.679297 0.125712 -0.1 -0.1 0.0 -0.008
H -1.425298 3.489697 0.207683 -0.1 0.1 0.0 0.120
H 0.967632 3.832952 0.758482 0.0 0.1 0.0 0.106
H 2.554319 1.970825 0.554739 0.1 0.0 0.0 0.109
C 1.979009 -0.604395 -0.293207 0.0 0.1 -0.1 -0.455
O 1.604114 -1.738593 -0.062248 -0.2 -0.2 0.0 0.066
N 3.225412 -0.310510 -0.725423 0.3 0.3 -0.1 0.068
H 3.463388 0.643640 -0.939911 -0.2 0.0 0.0 0.126
C 4.252809 -1.311977 -0.888031 0.2 -0.3 0.3 -0.182
C 5.399910 -1.136719 0.109536 -0.1 0.2 -0.4 -0.201
C 6.212737 0.133942 -0.133872 0.1 -0.3 0.2 -0.279
C 7.401934 0.227134 0.814459 -0.1 0.1 -0.2 -0.116
H 8.066255 -0.622966 0.676980 0.1 -0.1 0.0 0.072
H 7.967625 1.137766 0.631869 0.1 0.1 0.1 0.068
H 7.065011 0.233286 1.848686 0.0 0.0 0.1 0.073
H 5.579169 1.012992 0.005454 0.0 0.1 -0.1 0.097
H 6.571331 0.140799 -1.166197 0.0 0.0 -0.1 0.109
H 6.058878 -2.002959 0.026924 0.0 -0.1 0.0 0.114
H 4.990517 -1.122977 1.121576 0.0 -0.1 0.1 0.119
H 3.764149 -2.276081 -0.728719 0.1 0.1 -0.1 0.118
H 4.639564 -1.272434 -1.912266 0.0 -0.1 0.1 0.123
H -0.587598 -0.592935 -0.754209 0.0 -0.1 0.0 0.123
H -2.565066 -0.647210 0.086649 0.0 0.2 0.0 0.136
H -4.634074 -1.136478 -1.167132 -0.1 0.1 0.0 0.119
H -4.996019 0.602016 -1.016212 0.0 -0.1 0.0 0.124
H -7.175823 -0.734152 1.691607 0.0 0.1 0.0 0.104
H -7.166331 0.163666 0.174485 0.0 0.1 0.1 0.108
H -8.205221 -2.107776 -0.039204 -0.1 -0.1 -0.1 0.068
H -6.668322 -2.843201 0.413922 0.0 -0.1 0.0 0.073
H -6.807425 -1.933330 -1.093070 0.0 -0.1 -0.1 0.063
```
Positions in Å, forces in eV/Å.

Values from the calculation:
Net charge ... 0
Structure (SMILES) ... CCCCNC(=O)c1cccc(C(=O)NCCCC)c1
Orbital gap ... 10.17 eV
LUMO ... 0.650 eV



Computed, not measured: an isolated molecule of C4H9NS3 at a distorted geometry, with ωB97M-V/def2-TZVPD.

```
17
Properties=species:S:1:pos:R:3:forces:R:3:lowdin_charge:R:1
C 0.885445 1.143243 2.868855 0.3 -0.6 0.9 -0.370
C -1.432496 -1.228581 1.069804 -3.0 -2.0 0.2 -0.249
C -0.042355 0.074194 -0.437944 0.0 -1.0 -0.4 -1.028
C -0.886296 0.406871 -3.065133 1.7 1.4 -2.0 -0.513
H 1.104929 1.993615 2.215838 -0.2 -0.2 0.2 0.026
H -0.099795 1.146273 3.333458 -0.1 0.5 -0.3 0.020
H 1.584941 1.132626 3.773631 -0.6 -0.3 -1.5 0.062
H -1.620338 -1.533775 2.173347 0.8 0.3 -2.1 0.123
H -2.316516 -0.646417 0.742263 0.1 -0.3 0.4 0.065
H -1.387921 -2.067474 0.300141 -0.3 0.1 1.6 0.070
H 0.288988 0.461544 -3.170589 -2.3 -0.7 -0.2 -0.002
H -1.067539 1.506278 -2.862692 -0.4 -1.2 -0.3 0.040
H -1.424101 0.056992 -4.071497 1.1 0.5 2.6 0.085
N -0.308800 -0.455469 0.856442 3.9 3.2 -1.4 -0.594
S 1.005710 -0.460272 1.972699 0.1 0.2 0.3 0.840
S 1.273989 0.938557 -1.044638 -1.2 -0.6 1.7 0.598
S -1.282627 -0.555519 -1.618216 0.2 0.6 0.3 0.826
```
Positions in Å, forces in eV/Å.

Values from the calculation:
Net charge ... 0
Structure (SMILES) ... CSC(=S)N(C)SC
Orbital gap ... 8.70 eV
LUMO ... 0.343 eV



Computed, not measured: an isolated molecule of C5H6O2, with ωB97M-V/def2-TZVPD.

```
13
Properties=species:S:1:pos:R:3:forces:R:3:lowdin_charge:R:1
O 2.701108 0.081805 -1.330271 -0.1 0.2 -0.1 -0.058
C 2.395508 -0.086945 0.037706 0.0 -0.1 0.4 -0.278
C 0.952665 -0.227069 0.294086 -0.5 0.0 0.0 0.013
C -0.236717 -0.317875 0.468222 0.5 0.0 -0.1 -0.037
C -1.683018 -0.434011 0.641310 0.0 -0.1 0.1 -0.155
C -2.477829 0.467631 -0.297913 -0.4 0.0 0.0 -0.254
O -3.673189 0.590731 -0.221807 0.5 -0.1 0.0 0.056
H 2.198281 0.843426 -1.643594 0.1 -0.1 -0.1 0.089
H 2.788321 0.740875 0.645855 0.0 -0.1 -0.1 0.119
H 2.916206 -0.994699 0.352401 -0.1 0.1 0.0 0.122
H -1.986576 -0.197688 1.667157 0.1 0.0 -0.1 0.129
H -2.005669 -1.466794 0.458398 0.0 0.1 0.0 0.130
H -1.889086 1.000619 -1.071546 0.0 0.0 0.1 0.124
```
Positions in Å, forces in eV/Å.

Values from the calculation:
Net charge ... 0
Structure (SMILES) ... O=CCC#CCO
Orbital gap ... 10.63 eV
LUMO ... 0.685 eV



What is the formula in the fourth record? C16H24N2O2